[1]
{
  "formula": "C8H21I2O4P2SSc",
  "method": "ωB97M-V with the def2-TZVPD basis set",
  "elements": ["H", "H", "H", "P", "O", "H", "H", "C", "C", "H", "H", "H", "H", "C", "H", "H", "C", "H", "H", "I", "O", "H", "H", "O", "O", "C", "S", "H", "P", "H", "C", "H", "H", "Sc", "C", "C", "H", "H", "I"],
  "coordinates": [[-4.488678, 0.941350, 0.241984], [4.538665, -0.107607, -1.929669], [3.219255, 2.346767, -0.182875], [2.581539, 0.016341, -0.481872], [0.570502, -2.558549, -1.697230], [-1.810846, 0.302959, 3.422170], [-4.246514, -0.263184, -2.456669], [-3.216855, -1.499863, 0.226940], [3.509560, 1.406508, 0.297120], [-2.715595, 0.495857, -2.990854], [-2.777929, -1.267732, -2.752823], [4.309473, -1.288333, 0.604088], [4.574573, 1.218214, 0.169713], [0.232254, -1.612583, -1.100232], [2.966937, -2.314354, -0.007450], [-0.471765, -0.020189, 4.570589], [-3.159374, -0.284607, -2.381757], [-2.545196, -1.743168, 1.062945], [-3.597513, 2.067891, -0.877042], [-0.679954, -1.337578, -4.318649], [1.730590, 0.415115, 3.023763], [2.757138, -1.377984, 1.500327], [3.191158, -1.171936, -2.491619], [0.070538, -0.667336, 1.494757], [0.189757, 1.692068, 1.515432], [-3.504266, 1.329753, -0.063197], [0.422368, 0.483686, 2.421367], [-0.813933, 1.672763, 4.045864], [-2.493725, -0.083346, -0.692719], [3.106582, 0.579543, -2.766776], [3.451114, -0.191783, -2.068441], [-3.302501, -2.353563, -0.447599], [-2.981776, 1.783730, 0.801263], [-0.028549, 0.668055, -0.381624], [3.222952, -1.370058, 0.491215], [-0.817412, 0.607194, 3.731816], [3.262573, 1.471341, 1.371068], [-4.203511, -1.190523, 0.606778], [-0.051636, 3.205154, -1.510111]],
  "forces_ev_per_a": [[0.342, 0.347, -0.163], [-0.376, -0.093, 0.003], [0.268, -0.035, 0.082], [1.696, 0.456, 0.370], [-1.534, 4.129, 3.565], [0.032, -0.026, -0.329], [0.040, 0.020, 0.205], [0.623, 0.256, 0.280], [-0.863, 0.175, 0.163], [-0.175, 0.169, -0.292], [-0.518, 0.610, 0.202], [-0.203, 0.060, -0.173], [-0.003, 0.053, -0.032], [1.789, -4.416, -3.306], [0.190, 0.141, 0.164], [-0.064, 0.233, -0.449], [0.796, -0.753, -0.082], [-0.368, -0.121, -0.165], [-0.077, -0.155, 0.459], [0.093, 0.307, -0.591], [-1.282, 0.159, -0.807], [0.353, 0.036, -0.630], [0.198, 0.227, 0.052], [0.103, 1.178, -0.208], [0.045, -0.450, -0.978], [0.613, 0.085, 0.081], [-0.136, -0.487, 0.893], [0.040, -0.667, -0.189], [-2.193, 0.010, -0.107], [0.236, -0.114, 0.008], [-0.482, 0.035, -0.362], [-0.021, -0.009, 0.178], [-0.493, -0.056, -0.340], [0.845, -1.665, 2.674], [-0.848, -0.619, 0.656], [0.828, 0.425, 0.246], [0.121, -0.081, -0.473], [0.382, -0.291, -0.194], [0.005, 0.927, -0.412]],
  "mulliken_charge": [0.44, 0.40, 0.37, 1.17, -0.17, 0.30, 0.38, -1.27, -1.23, 0.43, 0.19, 0.45, 0.45, 0.21, 0.40, 0.41, -1.31, 0.31, 0.39, 0.13, -0.52, 0.29, 0.35, -0.47, -0.60, -1.24, 1.19, 0.41, 1.39, 0.36, -1.04, 0.42, 0.35, -0.03, -1.13, -1.12, 0.30, 0.44, 0.22],
  "lumo_energy_ev": [-9.05, -11.34],
  "homo_lumo_gap_ev": [6.7, 4.8],
  "largest_force_ev_per_a": 5.80,
  "e_above_lowest_ev": 2.094,
  "total_charge": 2
}



[2]
{
  "formula": "H3N3O2",
  "method": "ωB97M-V with the def2-TZVPD basis set",
  "elements": ["H", "O", "H", "N", "O", "N", "H", "N"],
  "coordinates": [[0.548305, -0.669016, 0.762382], [1.230670, 1.603425, -2.341520], [0.053830, -1.629022, -0.608655], [0.597295, 0.144088, -0.937045], [-0.933710, 1.158009, -0.060556], [1.173000, 0.543347, -1.811232], [-0.348878, 1.625324, 0.539006], [0.698266, -0.981833, -0.243119]],
  "forces_ev_per_a": [[-0.165, -1.213, -1.803], [0.000, 1.327, -1.480], [-1.182, -1.053, 0.169], [-5.585, -1.128, 6.555], [0.693, -0.774, -0.735], [4.689, 2.364, -5.431], [0.195, 0.476, 0.254], [1.355, 0.001, 2.471]],
  "mulliken_charge": [0.32, -0.49, 0.26, 0.26, -0.59, 0.41, 0.30, -0.46],
  "lumo_energy_ev": [-0.62, -0.98],
  "homo_lumo_gap_ev": [8.7, 8.8],
  "largest_force_ev_per_a": 8.69,
  "e_above_lowest_ev": 3.153,
  "total_charge": 0
}



[3]
{
  "formula": "C35H51GeIMgNO5",
  "method": "ωB97M-V with the def2-TZVPD basis set",
  "elements": ["C", "C", "H", "H", "H", "C", "O", "C", "H", "H", "H", "H", "H", "H", "H", "H", "C", "C", "H", "C", "H", "H", "H", "H", "H", "H", "C", "C", "C", "H", "C", "H", "H", "H", "H", "H", "C", "H", "H", "C", "C", "H", "I", "C", "H", "H", "H", "C", "H", "C", "H", "O", "H", "H", "C", "H", "C", "C", "C", "C", "H", "N", "H", "H", "H", "C", "H", "C", "H", "C", "Mg", "H", "C", "C", "H", "C", "C", "Ge", "O", "H", "O", "H", "C", "C", "H", "H", "H", "C", "H", "H", "C", "C", "C", "H", "O"],
  "coordinates": [[-0.705520, 4.445520, 0.601642], [-0.970145, -3.750731, -0.447050], [-1.418696, -3.044115, 2.268702], [-2.957751, 0.268327, -2.460348], [3.273133, -1.661862, 2.035128], [-0.554985, -5.882550, -1.583733], [2.804694, 1.500642, -0.738508], [-4.703272, 1.436890, 0.908070], [1.257592, -3.468917, -2.522290], [3.773754, -0.344179, -2.240571], [2.712156, 2.292683, -3.174970], [3.625398, 3.641145, -2.420768], [-4.712996, 2.517754, 5.647450], [-2.978942, -0.437362, -4.715186], [-0.687234, -0.951379, -5.901132], [-0.176725, -6.456339, -2.426417], [-0.410711, -4.481123, -1.585441], [-2.191213, -3.714755, 1.820758], [3.489446, 1.268533, 2.351807], [0.317190, -3.866337, -2.760081], [-3.140735, -3.214378, 1.620076], [-2.550832, -4.407661, 2.637954], [-1.042871, 5.443325, 0.529597], [5.985753, 2.806630, -1.228372], [3.005973, -0.795168, 0.515133], [5.338836, 0.458211, -2.569992], [-3.879996, 2.245565, 5.004291], [-0.745547, -0.599971, -4.879389], [-1.086548, -6.590590, -0.498729], [-4.810385, 0.937767, -0.020687], [3.682756, 2.635403, -2.725321], [1.337779, -1.534869, 3.774023], [5.531641, 1.737190, 0.145230], [0.620542, -4.658761, -3.485597], [1.300687, 0.280120, -2.260228], [4.347337, 2.417737, -3.552132], [-1.949095, 0.115024, -2.922751], [3.254349, 0.081659, 3.639468], [2.210128, 1.516548, 3.502285], [-3.259654, 1.424400, 1.331149], [-1.484641, 2.241358, 4.598050], [-0.660368, 3.459385, -2.758671], [2.305523, -0.438275, -5.166236], [1.752645, -0.085223, 2.158860], [-1.551812, 3.822054, 0.812589], [0.040825, 4.323862, 1.451425], [-0.925735, 1.719809, 2.591175], [0.404413, 0.074151, -2.823087], [4.951642, -0.217919, -0.985003], [0.434783, -0.326695, -4.153902], [-5.072188, 2.485479, 0.907744], [0.996976, 0.777254, 1.248989], [-2.183245, -8.486398, -0.717958], [-0.510078, 2.459567, 5.023720], [-3.064377, 1.748006, 2.731917], [1.803358, -1.912830, 1.075062], [-2.537485, 2.478303, 5.473016], [-1.216332, 3.855561, -1.863348], [4.084793, 1.721543, -1.510585], [-1.573303, -4.438803, 0.663396], [-2.001231, 3.083135, -1.657026], [-0.797658, 0.253970, -2.221779], [1.665867, 4.205497, -1.841598], [4.596710, 3.276081, -0.213990], [0.047948, -1.347461, 2.570051], [5.117456, 2.395687, -0.634261], [0.317121, -0.139651, 3.806480], [-1.991004, -0.353039, -4.270299], [-5.328476, 0.946572, 1.687641], [-1.779099, 1.870376, 3.258855], [-0.508191, 0.645631, -0.023142], [1.577841, 5.288651, -0.349624], [-1.625932, -5.837922, 0.593285], [-4.139546, 1.952333, 3.684443], [-2.149680, -6.325532, 1.370054], [-0.154578, 3.905887, -0.723177], [4.554329, 0.319055, -1.876481], [1.916202, 2.438993, 0.503588], [0.264485, 2.565365, -0.491469], [-2.472287, 2.736721, 6.519493], [-0.842283, -1.412949, 0.368739], [-0.163750, -2.096074, -1.384436], [-1.218791, -8.068730, -0.379628], [0.808184, -0.833433, 3.127264], [0.639446, 5.558179, -1.897525], [-1.000555, -8.401556, 0.631974], [-0.497688, -8.485603, -1.102761], [2.531929, -1.193545, 1.397719], [-5.179682, 2.125696, 3.319231], [-1.606488, 4.814543, -2.169717], [-0.671649, -2.352708, -0.477912], [1.042841, 4.752735, -1.155273], [2.726195, 0.732037, 2.936193], [-0.293017, -3.188398, -3.340123], [-2.315690, 1.299195, 0.464942]],
  "forces_ev_per_a": [[0.776, -1.473, 0.156], [0.817, -0.408, -0.140], [-0.970, -0.216, -0.291], [1.396, 0.114, 0.143], [-0.008, -0.072, 0.117], [0.362, 0.192, 0.291], [1.011, 0.600, 0.404], [-0.043, 0.014, 1.215], [1.186, 1.125, 0.675], [-0.091, 0.284, -0.495], [0.525, 0.363, 0.789], [0.154, 1.283, 0.053], [0.149, -0.284, -0.015], [0.436, -0.216, -0.300], [0.041, 0.028, 0.008], [0.014, 0.143, 0.065], [-0.936, -0.933, 1.146], [0.120, -0.505, 1.680], [-0.016, -0.389, -0.277], [-0.827, -1.769, -1.038], [0.428, 0.561, -0.572], [0.887, 0.288, -0.888], [-0.162, 1.226, -0.028], [-0.958, -0.568, 0.454], [0.351, 0.230, -0.267], [0.874, -0.283, -0.952], [1.046, 0.993, -0.005], [-0.511, 0.483, 0.693], [-1.490, 1.660, 1.403], [-0.311, -0.162, -0.964], [-0.596, -3.146, -0.094], [0.210, -0.022, -0.337], [-0.358, 0.292, -0.188], [-0.567, 0.280, 0.586], [0.141, 0.019, 0.171], [0.625, 0.610, -0.014], [-0.140, -0.904, -0.757], [-0.003, 0.256, -0.036], [-0.043, -0.160, 0.171], [0.706, 0.749, -1.591], [-1.065, 0.417, 0.085], [-0.492, 0.327, 0.649], [-0.685, -0.091, 0.385], [0.403, -1.493, -0.122], [-0.589, -0.270, 0.547], [-0.709, 0.292, -0.973], [-0.277, -0.013, 0.190], [-1.661, -0.174, -1.098], [-0.089, 0.595, -0.464], [0.324, -0.133, -0.639], [0.352, -0.514, -0.372], [1.219, 1.279, -0.007], [0.132, 0.523, 0.344], [0.259, -0.367, -0.709], [0.307, -0.044, 2.249], [-0.198, -0.661, -0.197], [-2.018, -1.397, -1.064], [1.109, -1.825, -0.420], [-1.336, 0.074, -0.299], [-0.216, -0.978, -1.205], [0.435, 0.942, 0.049], [-0.423, 0.330, 0.204], [0.596, -0.447, 0.103], [0.532, -0.174, 0.219], [-0.305, -0.340, -0.242], [0.453, 1.010, -0.188], [-0.129, 0.195, 0.023], [1.386, 0.693, 1.567], [0.490, 0.094, -0.736], [1.342, 0.284, 0.393], [-0.745, -0.353, -0.397], [-0.125, -0.451, -0.288], [0.783, 1.389, -1.385], [-0.215, 0.714, -1.316], [-0.250, -0.711, 0.778], [-0.496, 1.323, 0.079], [-0.628, -0.332, 1.501], [-1.802, -2.759, -1.247], [1.582, -0.654, 1.140], [0.590, 0.213, -0.044], [-0.046, -1.230, -1.285], [0.323, 0.454, -0.663], [0.730, -0.528, -1.568], [0.033, 1.089, 0.112], [0.685, -0.947, 1.597], [-0.022, -0.077, -0.071], [-0.090, -0.294, 0.542], [-0.755, 0.963, -0.164], [0.928, -0.707, 0.480], [-0.268, 0.249, 0.370], [-0.263, 1.002, 1.348], [-1.322, 1.849, -1.857], [0.311, 1.004, 0.805], [-0.080, 0.470, 0.045], [-2.232, -0.098, 2.246]],
  "mulliken_spin": [-0.05, 0.00, 0.00, 0.00, 0.00, 0.00, 0.32, 0.00, 0.00, 0.00, 0.00, 0.00, 0.00, 0.00, 0.00, 0.00, 0.00, 0.00, -0.01, 0.00, 0.00, 0.00, 0.00, 0.00, 0.00, 0.00, 0.00, 0.00, 0.00, 0.00, 0.00, 0.00, 0.00, 0.00, 0.03, 0.00, 0.00, 0.00, -0.01, 0.00, 0.00, 0.00, 0.00, -0.01, 0.00, 0.00, 0.00, -0.03, 0.00, 0.00, 0.00, -0.01, 0.00, 0.00, 0.00, -0.01, 0.00, 0.01, 0.02, 0.00, 0.00, 0.01, 0.01, 0.00, 0.00, 0.00, 0.00, 0.00, 0.00, 0.01, -0.30, 0.00, 0.00, 0.00, 0.00, -0.01, 0.02, 0.63, 0.30, 0.00, 0.01, 0.00, 0.00, 0.00, 0.00, 0.00, 0.00, 0.01, 0.00, 0.00, 0.01, 0.03, 0.05, 0.00, -0.03],
  "lumo_energy_ev": [-5.59, -8.56],
  "homo_lumo_gap_ev": [8.0, 5.1],
  "largest_force_ev_per_a": 3.52,
  "e_above_lowest_ev": 0.552,
  "total_charge": 2,
  "multiplicity": 2
}